# 1
{
  "formula": "C4H11NO3S",
  "method": "the ωB97M-V functional and the def2-TZVPD basis",
  "e_lumo_ev": 0.491,
  "smiles": "O=C(CCS)NCO.O",
  "gap_ev": 9.836,
  "symbols": ["H", "N", "C", "O", "C", "H", "H", "H", "H", "H", "H", "H", "O", "C", "H", "C", "H", "H", "O", "S"],
  "xyz": [[-1.648738, 0.710412, 0.682865], [-0.019158, -0.080003, 1.911426], [0.798396, -0.512322, 0.927642], [-2.392565, -0.389881, 1.965817], [-1.338888, 0.493814, 1.774886], [-0.944829, -0.834047, -0.401612], [-0.621165, -1.720466, -2.696605], [1.209142, 3.464257, 1.157706], [0.517454, 0.170103, 2.779734], [0.625041, 0.989102, -1.343815], [1.395493, 2.072360, 0.640083], [0.257433, -1.989375, -0.602230], [1.958946, -0.732582, 1.197577], [0.778763, -0.147312, -1.650121], [-2.116056, -0.912391, 2.797621], [0.174542, -0.951612, -0.458967], [-1.604347, 1.239016, 2.545228], [1.835944, -0.407690, -1.570784], [0.713448, 2.746126, 0.783387], [-0.217924, -0.531624, -3.281442]],
  "forces_ev_per_a": [[1.58, 1.05, 1.68], [-0.51, 1.42, 1.66], [-0.31, -1.84, -1.23], [0.09, -3.62, 2.81], [-1.42, 0.60, -1.98], [1.04, 0.24, -0.15], [0.14, 0.83, -0.83], [0.23, 0.69, 0.27], [-0.81, -0.36, -1.34], [0.40, -2.22, -1.17], [-0.21, 0.10, 0.02], [0.83, -1.46, 0.05], [0.76, 0.28, -0.47], [-1.56, 1.46, 1.40], [-1.15, 0.86, -1.80], [-1.76, 2.46, 0.71], [1.41, 0.67, -0.82], [0.02, 0.25, -1.09], [0.08, -0.76, -0.28], [1.16, -0.64, 2.53]]
}

# 2
{
  "formula": "C4H11NO4",
  "method": "the ωB97M-V functional and the def2-TZVPD basis",
  "e_lumo_ev": 0.825,
  "smiles": "CC(=O)ON.CC(O)O",
  "gap_ev": 11.007,
  "symbols": ["H", "H", "C", "O", "H", "C", "O", "H", "O", "C", "H", "H", "H", "C", "O", "H", "N", "H", "H", "H"],
  "xyz": [[2.766854, 1.869762, -1.092923], [-1.311248, -2.318343, -1.882345], [2.285039, 1.678237, -0.138786], [-1.884293, -0.496529, 0.554958], [2.472653, 2.507488, 0.539476], [-1.446834, -1.514900, 0.079669], [-0.335709, -2.124235, 0.514187], [0.391011, 3.412252, -0.493592], [0.199040, 1.334714, 0.914852], [-2.039514, -2.269544, -1.076004], [-2.268061, -3.283886, -0.767028], [0.573098, 0.664721, -1.005302], [-0.185942, -1.701327, 2.450080], [0.782245, 1.523655, -0.347347], [0.214223, 2.613904, -1.007501], [0.424510, -0.531317, 1.456287], [0.369348, -1.544619, 1.605886], [2.687525, 0.769530, 0.298025], [-2.939625, -1.764739, -1.416306], [-0.754320, 1.175175, 0.813714]],
  "forces_ev_per_a": [[0.05, 0.00, -0.06], [0.03, -0.04, -0.05], [-0.52, -0.12, -0.07], [-0.11, -0.02, -0.01], [0.04, 0.10, 0.08], [-0.18, 0.27, 0.07], [0.19, -0.31, -0.02], [0.02, -0.08, 0.01], [-0.04, 0.17, 0.29], [0.00, 0.20, 0.05], [-0.03, -0.15, 0.01], [0.01, 0.15, 0.12], [-0.07, 0.02, -0.37], [0.41, -0.21, -0.15], [-0.18, 0.29, -0.21], [-0.23, -0.20, -0.08], [0.25, 0.11, 0.39], [0.11, -0.08, 0.06], [0.05, -0.01, 0.04], [0.19, -0.09, -0.10]]
}

# 3
{
  "formula": "C4H11NO4",
  "method": "the ωB97M-V functional and the def2-TZVPD basis",
  "e_lumo_ev": 0.727,
  "gap_ev": 7.818,
  "symbols": ["N", "H", "H", "H", "C", "H", "H", "H", "C", "O", "H", "H", "O", "H", "C", "H", "O", "O", "H", "C"],
  "xyz": [[-0.535261, -2.470299, -0.590775], [-2.217006, 1.594289, 1.608260], [1.310214, 2.078888, -1.467606], [2.926719, 0.269192, 0.969531], [0.027086, 0.014847, 0.531647], [0.370638, -2.558011, -0.098898], [2.799301, -1.416409, 0.248474], [-3.071374, 0.049351, 1.361063], [0.289027, 1.665536, -1.303330], [1.016982, -0.744227, 0.987251], [-0.440450, 2.491569, -1.227583], [2.235847, 0.051776, -0.637313], [-0.993315, -0.164640, 1.307462], [-1.425133, -2.648588, -0.079730], [-2.211162, 0.625769, 1.056734], [-2.518102, 0.675080, -0.063523], [0.288375, 1.283033, 0.160179], [-0.403964, -1.212456, -1.119483], [0.243806, 0.885496, -2.003961], [2.307768, -0.470191, 0.361593]],
  "forces_ev_per_a": [[0.99, -0.02, -0.23], [0.37, -0.72, -0.73], [-0.70, 0.13, 0.24], [-0.90, -1.22, -0.30], [0.12, -1.18, -2.11], [-1.38, -0.94, 0.48], [0.27, -0.33, 0.04], [0.19, -0.49, 0.96], [1.44, 2.12, 2.81], [1.73, 0.66, -0.49], [0.22, -0.68, -1.15], [-0.34, -1.00, 0.96], [-2.87, 0.57, 0.71], [1.22, 0.57, 0.04], [-0.37, -0.20, -1.71], [1.47, 0.46, 1.59], [0.03, -0.74, -1.70], [-0.43, 2.38, 1.21], [-1.17, -1.31, -0.46], [0.14, 1.95, -0.16]]
}

# 4
{
  "formula": "C4H11NO7P2S3Y",
  "method": "the ωB97M-V functional and the def2-TZVPD basis",
  "e_lumo_ev": 2.300,
  "total_charge": -1,
  "gap_ev": 6.471,
  "symbols": ["S", "C", "O", "H", "S", "N", "H", "C", "Y", "O", "P", "H", "C", "H", "H", "H", "O", "O", "H", "P", "O", "H", "S", "C", "O", "O", "H", "H", "H"],
  "xyz": [[-1.152444, -2.007592, 1.210130], [-1.076100, 3.578304, 0.480448], [1.454181, 4.388272, 0.393251], [-2.431303, 5.104536, 1.232084], [0.633673, 0.158294, 2.190864], [-0.740215, 3.087556, 1.873608], [-4.400671, 2.651370, -0.368771], [-0.791192, -1.452630, -3.157124], [-0.374510, 0.116341, -0.393925], [-3.638546, 3.230005, -0.288385], [-2.266282, 2.407835, -0.305319], [-0.414317, 2.066529, 1.936093], [-0.580307, -1.079588, 2.558419], [-1.838071, -1.111644, -3.080969], [-1.843318, 5.373078, -0.407645], [-0.818132, -2.550613, -3.195762], [-1.747362, 2.046814, -1.666653], [0.889651, 2.022850, -0.528862], [-0.326346, 3.444977, -2.286393], [0.584548, 3.493720, -0.391244], [0.236021, 4.097052, -1.833663], [-1.532001, 3.173303, 2.511864], [-0.997574, -1.402128, 4.120448], [-1.557658, 5.017949, 0.581681], [-0.013564, -0.992765, -2.109985], [-2.322268, 1.186765, 0.582442], [0.048373, 3.659914, 2.200017], [-0.420891, -1.097310, -4.129702], [-0.749966, 5.652967, 0.949897]],
  "forces_ev_per_a": [[0.01, 0.33, -0.17], [-0.03, -0.04, 0.03], [0.15, 0.09, 0.09], [0.00, -0.02, -0.01], [-0.12, 0.30, -0.31], [0.06, -0.09, 0.07], [-0.20, -0.18, -0.03], [-0.12, -0.07, -0.20], [-0.02, -0.45, 0.14], [0.12, 0.19, -0.03], [0.44, -0.41, 0.24], [-0.03, 0.12, -0.08], [0.23, -0.28, -0.02], [0.01, -0.04, -0.04], [0.02, 0.02, 0.03], [0.03, 0.01, 0.00], [-0.13, 0.19, -0.16], [-0.04, -0.22, 0.16], [-0.06, -0.07, -0.08], [-0.30, 0.07, -0.16], [0.05, 0.02, 0.14], [0.06, 0.00, -0.03], [-0.18, 0.08, 0.19], [0.01, 0.03, -0.05], [-0.04, 0.29, 0.24], [0.12, 0.20, -0.02], [-0.06, -0.06, 0.03], [0.03, -0.02, 0.02], [-0.02, 0.00, 0.00]]
}

# 5
{
  "formula": "C4H11NOP",
  "method": "the ωB97M-V functional and the def2-TZVPD basis",
  "e_lumo_ev": [-4.562, -4.449],
  "total_charge": 1,
  "gap_ev": [8.436, 7.762],
  "symbols": ["H", "C", "N", "H", "H", "H", "H", "C", "H", "H", "H", "H", "P", "C", "C", "O", "H", "H"],
  "xyz": [[-3.481488, -1.043735, 1.319007], [2.287740, -0.941709, 0.119590], [0.526486, 0.202189, 0.126391], [0.677915, -0.919051, -1.720406], [3.094315, -0.946724, -0.478528], [2.205183, 1.250060, -0.053577], [-2.277094, 1.303092, -0.628648], [0.869824, -1.082856, -0.604126], [0.068388, 1.868109, -1.150896], [0.224907, -2.014425, -0.329905], [2.491051, -1.516438, 0.907326], [-4.950969, 0.376980, 0.826711], [-4.011729, -0.496474, 0.045927], [-0.233944, 1.344479, -0.368707], [1.893090, 0.465883, 0.575817], [-1.517442, 1.218103, -0.033400], [2.099260, 0.553060, 1.574927], [-0.011012, 0.015950, 0.890285]],
  "forces_ev_per_a": [[-0.36, 0.38, -1.08], [-3.00, 2.29, -2.55], [-1.00, 1.74, -0.88], [1.09, -0.20, 1.52], [2.75, -0.22, -2.35], [1.13, 0.98, -0.32], [0.34, 0.28, -0.59], [-0.35, -1.51, -0.48], [1.51, 2.11, -3.46], [1.01, 1.96, -0.13], [0.17, -2.79, 2.98], [0.89, -0.85, -0.85], [-0.77, 0.35, 1.89], [-2.19, -2.33, 2.43], [0.55, -1.70, -2.57], [0.52, -0.22, 1.00], [-0.27, 1.09, 2.49], [-2.03, -1.35, 2.96]]
}

# 6
{
  "formula": "C4H11NOP",
  "method": "the ωB97M-V functional and the def2-TZVPD basis",
  "e_lumo_ev": [-5.105, -5.105],
  "total_charge": 1,
  "gap_ev": [8.085, 8.085],
  "symbols": ["C", "C", "H", "H", "O", "H", "H", "H", "H", "H", "N", "C", "P", "C", "H", "H", "H", "H"],
  "xyz": [[1.835774, 1.066641, -0.049356], [-0.366485, -0.831378, 0.540125], [0.038114, 2.503069, -0.005927], [0.197216, 1.444405, 1.526642], [-2.026037, 0.879814, 0.053725], [-1.265171, -2.666704, 0.817762], [2.048513, -1.072229, -1.191795], [-0.534068, -0.790505, 1.686902], [2.471914, 1.512609, 0.712506], [2.036224, 1.532288, -1.045961], [-1.147231, -1.995766, 0.037252], [-0.648206, 0.507321, -0.129231], [2.363734, -0.768974, 0.197517], [0.374498, 1.484984, 0.400041], [-0.657511, -2.190670, -0.784043], [-1.938152, 1.301669, 0.969125], [-2.136644, -1.544073, -0.145860], [-0.532380, 0.533838, -1.237254]],
  "forces_ev_per_a": [[-0.40, 0.68, 0.95], [2.41, 0.68, 2.26], [0.96, -1.22, 0.75], [0.80, 0.48, -1.13], [1.34, 0.71, 2.54], [0.47, -0.22, -1.26], [0.35, -0.20, 0.69], [0.41, 0.15, -1.96], [0.28, 0.59, -0.35], [0.11, -0.78, 0.79], [-3.02, 3.11, 2.05], [0.05, -0.91, -1.67], [-4.07, 0.93, -1.20], [-0.73, 0.36, 0.39], [0.32, -1.77, -1.75], [-1.16, -0.56, -1.58], [1.86, -1.29, -0.04], [0.04, -0.74, 0.51]]
}

# 7
{
  "formula": "C4H11NOPS",
  "method": "the ωB97M-V functional and the def2-TZVPD basis",
  "e_lumo_ev": [-3.035, -7.464],
  "total_charge": 1,
  "spin_multiplicity": 3,
  "gap_ev": [7.312, 5.430],
  "symbols": ["N", "H", "O", "H", "C", "H", "H", "H", "C", "H", "P", "H", "C", "H", "H", "C", "H", "S", "H"],
  "xyz": [[-1.416880, 0.192300, 0.690316], [2.387352, -2.474786, 1.209264], [2.611298, 1.013142, -0.196018], [-1.524012, 0.506247, 1.674174], [-0.584225, 0.910325, 0.004547], [-1.813103, -1.027588, -0.753249], [1.568842, -2.009290, -1.311581], [3.424747, 0.855028, 0.347398], [2.271420, -0.026698, -0.972240], [-0.620191, 0.558755, -1.062597], [0.514345, 2.166016, 0.573320], [-0.260063, 2.859680, 1.506987], [-2.140475, -0.876290, 0.188939], [-2.041131, -1.902128, 0.685333], [2.360401, 0.039288, -1.988497], [1.790107, -1.172572, -0.579905], [0.454279, 2.859953, -0.611389], [1.327419, -1.798468, 1.033798], [-3.178956, -0.657216, 0.117888]],
  "forces_ev_per_a": [[-0.79, 0.29, 5.67], [1.85, -1.29, 0.32], [0.84, 1.36, 1.11], [-0.33, -0.89, -0.84], [2.06, 0.74, -4.12], [1.00, -0.61, -3.29], [0.48, 1.64, 0.37], [-1.07, 0.06, -0.41], [-0.14, -1.42, 1.08], [0.73, 1.16, 0.94], [-0.84, -1.32, -0.53], [-0.13, 0.58, 0.57], [-1.42, -2.46, 1.95], [0.17, 1.60, -0.03], [0.55, 1.04, -2.58], [-1.02, -3.49, 0.12], [0.69, 0.82, -0.37], [-1.56, 2.01, -0.11], [-1.07, 0.19, 0.15]]
}

# 8
{
  "formula": "C4H11NOS",
  "method": "the ωB97M-V functional and the def2-TZVPD basis",
  "e_lumo_ev": 0.841,
  "smiles": "N[C@@H](CO)CCS",
  "gap_ev": 10.003,
  "symbols": ["N", "H", "C", "H", "H", "H", "C", "H", "H", "H", "H", "O", "C", "H", "H", "S", "H", "C"],
  "xyz": [[-1.511685, 1.140734, 0.422088], [0.824719, -2.727848, -0.160602], [0.863769, 1.288100, 0.779429], [-2.258427, 0.938095, -0.243470], [1.795154, 0.719889, 0.699341], [1.471441, -1.212960, -0.860427], [0.583262, -1.757771, -0.574222], [-1.286939, -1.225244, 0.337931], [-0.240009, -3.450506, -2.073083], [-1.529554, 2.148236, 0.511493], [0.579748, 1.228651, 1.829976], [1.163746, 2.606489, 0.364119], [-0.244254, -0.906141, 0.371720], [0.337669, 3.098706, 0.374826], [-0.064804, 0.636047, -1.083194], [-0.370457, -2.138539, -2.093077], [0.120282, -0.966855, 1.399898], [-0.233667, 0.580913, -0.002746]],
  "forces_ev_per_a": [[-0.80, 0.20, -0.31], [0.29, 0.04, 0.26], [0.51, -0.59, -0.31], [0.26, -0.17, 0.20], [-0.01, 0.10, -0.17], [0.43, -0.13, -0.07], [-0.54, -0.13, -0.13], [0.12, -0.19, 0.23], [0.09, -0.50, 0.08], [0.26, 0.09, -0.01], [-0.13, 0.24, 0.25], [-0.27, -0.09, 0.01], [-0.15, 0.25, 0.03], [0.10, 0.21, -0.02], [0.10, 0.39, -0.09], [-0.05, 0.71, -0.26], [-0.08, -0.31, 0.07], [-0.15, -0.12, 0.23]]
}

Copy entry 3 word for word.
{
  "formula": "C4H11NO4",
  "method": "the ωB97M-V functional and the def2-TZVPD basis",
  "e_lumo_ev": 0.727,
  "gap_ev": 7.818,
  "symbols": ["N", "H", "H", "H", "C", "H", "H", "H", "C", "O", "H", "H", "O", "H", "C", "H", "O", "O", "H", "C"],
  "xyz": [[-0.535261, -2.470299, -0.590775], [-2.217006, 1.594289, 1.608260], [1.310214, 2.078888, -1.467606], [2.926719, 0.269192, 0.969531], [0.027086, 0.014847, 0.531647], [0.370638, -2.558011, -0.098898], [2.799301, -1.416409, 0.248474], [-3.071374, 0.049351, 1.361063], [0.289027, 1.665536, -1.303330], [1.016982, -0.744227, 0.987251], [-0.440450, 2.491569, -1.227583], [2.235847, 0.051776, -0.637313], [-0.993315, -0.164640, 1.307462], [-1.425133, -2.648588, -0.079730], [-2.211162, 0.625769, 1.056734], [-2.518102, 0.675080, -0.063523], [0.288375, 1.283033, 0.160179], [-0.403964, -1.212456, -1.119483], [0.243806, 0.885496, -2.003961], [2.307768, -0.470191, 0.361593]],
  "forces_ev_per_a": [[0.99, -0.02, -0.23], [0.37, -0.72, -0.73], [-0.70, 0.13, 0.24], [-0.90, -1.22, -0.30], [0.12, -1.18, -2.11], [-1.38, -0.94, 0.48], [0.27, -0.33, 0.04], [0.19, -0.49, 0.96], [1.44, 2.12, 2.81], [1.73, 0.66, -0.49], [0.22, -0.68, -1.15], [-0.34, -1.00, 0.96], [-2.87, 0.57, 0.71], [1.22, 0.57, 0.04], [-0.37, -0.20, -1.71], [1.47, 0.46, 1.59], [0.03, -0.74, -1.70], [-0.43, 2.38, 1.21], [-1.17, -1.31, -0.46], [0.14, 1.95, -0.16]]
}

Number 3 is which compound? C4H11NO4